ORCA calculation (ωB97M-V/def2-TZVPD) on 12 unconnected molecules or ions with the total composition C42H116N8O13.

Calculated values
**Orbital gap**: 0.340 hartree
**Energy relative to the best compared isomer or geometry (same formula, charge and spin)**: 489.56 kJ/mol
**Maximum force**: 0.05212 hartree/bohr
**HOMO level**: -9.09 eV
**SMILES string**: COC[C@H](C)N.COC[C@H](C)N.COC[C@H](C)N.COC[C@H](C)N.COC[C@H](C)N.COC[C@H](C)N.COC[C@H](C)N.COCCNCCOC.CCO.CCO.CCO.CCO

Last column: Löwdin charge in e.
Atoms and positions in Å:
C  -3.312  7.258  -1.018  -0.10
O  -4.580  7.795  -1.377  -0.21
C  -4.541  9.123  -1.918  -0.23
C  -5.919  9.548  -2.309  -0.42
C  -6.441  8.779  -3.562  -0.06
N  -5.894  10.903  -2.815  0.01
H  -2.749  7.950  -0.392  0.08
H  -2.789  7.109  -1.963  0.08
H  -3.474  6.257  -0.619  0.09
H  -4.130  9.725  -1.107  0.12
H  -3.816  9.229  -2.725  0.12
H  -6.596  9.401  -1.467  0.15
H  -7.318  9.271  -3.983  0.07
H  -6.660  7.751  -3.274  0.07
H  -5.673  8.626  -4.320  0.07
H  -5.543  11.586  -2.159  0.07
H  -5.362  11.088  -3.654  0.07
C  -4.266  -6.132  -3.730  -0.11
O  -4.666  -5.832  -2.391  -0.19
C  -4.840  -6.949  -1.527  -0.21
C  -5.093  -6.446  -0.076  -0.48
C  -5.027  -7.578  0.890  -0.07
N  -6.296  -5.727  -0.109  0.04
H  -4.974  -6.815  -4.198  0.08
H  -3.271  -6.517  -3.954  0.08
H  -4.241  -5.225  -4.334  0.08
H  -5.536  -7.707  -1.887  0.12
H  -3.929  -7.546  -1.571  0.12
H  -4.290  -5.765  0.204  0.14
H  -5.490  -8.480  0.489  0.08
H  -5.447  -7.260  1.844  0.08
H  -4.028  -7.866  1.215  0.08
H  -7.141  -6.277  -0.167  0.08
H  -6.270  -5.308  -1.027  0.06
C  4.766  4.941  -3.154  -0.13
O  6.060  5.173  -3.642  -0.17
C  6.972  4.189  -3.209  -0.23
C  8.338  4.272  -3.891  -0.45
C  8.234  4.294  -5.418  -0.06
N  9.028  3.074  -3.464  0.03
H  4.257  4.091  -3.609  0.08
H  4.067  5.772  -3.250  0.09
H  4.785  4.663  -2.100  0.08
H  7.189  4.438  -2.170  0.12
H  6.584  3.173  -3.283  0.13
H  8.883  5.167  -3.592  0.14
H  7.887  5.254  -5.800  0.08
H  7.573  3.554  -5.870  0.08
H  9.270  4.114  -5.702  0.08
H  8.522  2.361  -3.970  0.07
H  8.823  3.055  -2.475  0.07
C  7.974  -3.271  -4.846  -0.15
O  8.361  -2.709  -3.641  -0.18
C  7.959  -3.600  -2.595  -0.18
C  8.331  -2.944  -1.177  -0.39
C  9.874  -2.916  -0.931  -0.06
N  7.606  -3.645  -0.093  0.02
H  8.150  -2.616  -5.700  0.09
H  6.898  -3.438  -4.887  0.09
H  8.533  -4.177  -5.079  0.09
H  6.887  -3.789  -2.646  0.11
H  8.532  -4.512  -2.758  0.12
H  7.978  -1.913  -1.176  0.13
H  10.370  -2.216  -1.604  0.07
H  10.209  -3.944  -1.070  0.08
H  9.924  -2.461  0.058  0.07
H  7.769  -4.640  -0.037  0.06
H  8.030  -3.374  0.782  0.06
C  -6.885  4.763  3.829  -0.16
O  -6.827  3.402  3.828  -0.17
C  -7.670  2.804  2.856  -0.21
C  -7.419  1.320  2.633  -0.45
C  -6.079  1.180  1.898  -0.08
N  -8.451  0.719  1.843  0.04
H  -6.379  5.137  4.720  0.09
H  -7.854  5.241  3.688  0.09
H  -6.271  5.127  3.005  0.09
H  -8.683  3.026  3.193  0.12
H  -7.666  3.324  1.898  0.12
H  -7.242  0.785  3.566  0.14
H  -6.072  1.594  0.890  0.08
H  -5.802  0.136  1.756  0.07
H  -5.220  1.614  2.411  0.08
H  -8.236  -0.260  1.966  0.07
H  -8.259  0.946  0.877  0.07
C  3.146  7.072  3.163  -0.10
O  2.165  6.027  3.335  -0.17
C  2.625  4.999  4.140  -0.21
C  1.524  3.914  4.473  -0.46
C  0.306  4.465  5.171  -0.07
N  2.050  2.808  5.203  0.02
H  3.319  7.724  4.019  0.08
H  2.851  7.788  2.396  0.08
H  4.132  6.731  2.847  0.08
H  3.425  4.486  3.607  0.12
H  2.998  5.402  5.082  0.13
H  1.158  3.445  3.560  0.13
H  -0.438  4.857  4.478  0.08
H  0.500  5.241  5.911  0.08
H  -0.350  3.775  5.701  0.07
H  2.818  2.452  4.652  0.07
H  1.307  2.132  5.100  0.08
C  9.625  -2.549  6.933  -0.08
O  8.446  -2.185  6.190  -0.19
C  7.591  -1.361  6.920  -0.22
C  6.731  -2.114  7.962  -0.43
C  5.786  -3.217  7.505  -0.07
N  5.827  -1.206  8.688  0.02
H  10.311  -1.705  6.860  0.09
H  9.985  -3.491  6.520  0.09
H  9.413  -2.625  7.999  0.07
H  8.180  -0.628  7.471  0.12
H  6.875  -0.857  6.272  0.13
H  7.441  -2.552  8.664  0.12
H  5.170  -3.571  8.332  0.08
H  6.360  -3.971  6.967  0.07
H  5.190  -2.811  6.689  0.08
H  5.408  -1.850  9.343  0.05
H  5.032  -0.858  8.171  0.07
C  -3.011  4.893  -6.624  -0.09
O  -3.068  3.649  -5.877  -0.18
C  -4.374  3.106  -6.005  -0.27
C  -4.482  1.738  -5.355  -0.20
N  -5.754  1.008  -5.614  -0.03
C  -6.904  1.692  -5.007  -0.22
C  -8.130  0.769  -4.946  -0.21
O  -7.681  -0.486  -4.425  -0.20
C  -8.751  -1.411  -4.342  -0.10
H  -2.094  5.460  -6.462  0.09
H  -3.829  5.552  -6.334  0.08
H  -3.179  4.658  -7.675  0.08
H  -4.525  2.922  -7.069  0.12
H  -5.166  3.808  -5.743  0.11
H  -4.270  1.978  -4.313  0.11
H  -3.588  1.188  -5.649  0.12
H  -5.751  0.156  -5.071  0.09
H  -7.147  2.600  -5.559  0.11
H  -6.743  2.072  -3.998  0.11
H  -8.523  0.603  -5.950  0.12
H  -8.864  1.304  -4.343  0.12
H  -9.278  -1.438  -5.297  0.09
H  -9.383  -1.149  -3.494  0.09
H  -8.427  -2.430  -4.131  0.08
C  2.139  -7.832  -5.363  -0.09
C  1.542  -9.216  -5.226  -0.32
O  1.928  -9.859  -4.017  -0.09
H  2.076  -7.431  -6.374  0.07
H  3.164  -7.786  -4.994  0.07
H  1.622  -7.088  -4.757  0.07
H  1.872  -9.916  -5.993  0.11
H  0.457  -9.122  -5.189  0.11
H  2.402  -10.654  -4.271  0.07
C  -2.622  -2.378  7.082  -0.10
C  -3.809  -1.663  7.642  -0.36
O  -3.591  -1.712  9.029  -0.08
H  -2.635  -3.402  7.454  0.08
H  -1.749  -1.846  7.461  0.08
H  -2.528  -2.228  6.007  0.08
H  -4.784  -2.000  7.293  0.11
H  -3.699  -0.622  7.335  0.11
H  -4.290  -1.204  9.446  0.08
C  1.314  -7.621  3.342  -0.08
C  1.485  -7.859  1.817  -0.31
O  1.304  -9.256  1.553  -0.09
H  0.319  -7.876  3.707  0.07
H  1.456  -6.551  3.493  0.06
H  2.039  -8.118  3.987  0.07
H  2.455  -7.532  1.443  0.10
H  0.770  -7.215  1.306  0.10
H  1.359  -9.354  0.599  0.07
C  0.358  -1.385  0.012  -0.09
C  1.821  -1.697  -0.063  -0.38
O  2.302  -1.945  1.205  -0.07
H  0.130  -0.553  0.679  0.07
H  -0.086  -2.205  0.576  0.08
H  0.006  -1.177  -0.998  0.08
H  2.417  -0.951  -0.589  0.11
H  1.922  -2.626  -0.623  0.11
H  3.149  -2.379  1.081  0.09

ORCA calculation (ωB97M-V/def2-TZVPD) on 16 unconnected molecules or ions with the total composition C42H116O16.

Calculated values
**Orbital gap**: 0.369 hartree
**Energy relative to the best compared isomer or geometry (same formula, charge and spin)**: 0.00 kJ/mol
**Maximum force**: 0.04465 hartree/bohr
**HOMO level**: -9.70 eV

Last column: Löwdin charge in e.
Atoms and positions in Å:
C  4.691  2.818  -4.073  -0.07
C  5.256  4.055  -4.797  -0.48
C  5.568  5.161  -3.786  -0.06
O  6.381  3.675  -5.594  -0.05
H  3.703  3.026  -3.623  0.08
H  5.431  2.489  -3.319  0.08
H  4.565  1.994  -4.788  0.07
H  4.477  4.448  -5.456  0.14
H  6.363  4.904  -3.044  0.09
H  4.656  5.356  -3.223  0.07
H  5.808  6.099  -4.265  0.07
H  7.098  3.423  -4.995  0.09
C  -1.418  0.177  3.386  -0.05
C  -0.737  1.551  3.491  -0.51
C  -1.670  2.702  3.430  -0.07
O  -0.051  1.623  4.701  -0.05
H  -0.662  -0.626  3.276  0.07
H  -2.043  0.134  2.505  0.03
H  -2.078  -0.120  4.222  0.09
H  -0.042  1.604  2.604  0.14
H  -1.110  3.644  3.394  0.08
H  -2.274  2.757  4.314  0.08
H  -2.284  2.702  2.527  0.07
H  0.036  2.523  5.070  0.06
C  -3.519  -1.190  -0.959  -0.05
C  -3.151  0.246  -1.085  -0.50
C  -4.274  1.127  -1.562  -0.04
O  -2.725  0.859  0.143  -0.08
H  -3.932  -1.517  -1.905  0.08
H  -4.251  -1.415  -0.167  0.08
H  -2.637  -1.847  -0.771  0.08
H  -2.331  0.260  -1.787  0.11
H  -4.539  0.904  -2.591  0.08
H  -3.892  2.161  -1.571  0.08
H  -5.127  0.996  -0.896  0.07
H  -1.775  0.745  0.268  0.03
C  2.642  4.455  3.804  -0.05
C  2.213  4.135  5.240  -0.48
C  2.979  5.064  6.230  -0.05
O  0.817  4.317  5.401  -0.07
H  2.084  3.860  3.114  0.05
H  3.717  4.243  3.738  0.09
H  2.429  5.507  3.553  0.09
H  2.505  3.107  5.447  0.11
H  2.717  6.093  5.964  0.07
H  4.087  4.967  6.201  0.09
H  2.673  4.890  7.270  0.08
H  0.594  5.221  5.097  0.11
C  -0.952  -1.197  -3.988  -0.04
C  -0.083  -2.319  -4.606  -0.45
C  1.133  -2.624  -3.753  -0.04
O  -0.992  -3.447  -4.685  -0.07
H  -1.874  -1.016  -4.568  0.09
H  -0.455  -0.238  -3.934  0.05
H  -1.158  -1.474  -2.962  0.06
H  0.234  -2.080  -5.594  0.11
H  1.709  -3.504  -4.146  0.10
H  0.907  -2.822  -2.700  0.06
H  1.779  -1.739  -3.761  0.06
H  -1.770  -3.182  -5.184  0.08
C  1.779  3.757  -0.260  -0.03
C  0.514  3.600  -1.056  -0.45
C  -0.794  3.856  -0.315  -0.02
O  0.555  4.478  -2.204  -0.06
H  2.662  3.671  -0.894  0.07
H  1.827  2.992  0.522  0.07
H  1.830  4.746  0.197  0.08
H  0.468  2.608  -1.461  0.11
H  -0.885  4.917  -0.069  0.09
H  -0.951  3.244  0.585  0.07
H  -1.620  3.596  -0.986  0.07
H  0.376  5.365  -1.929  0.09
C  -1.016  2.410  -6.505  -0.05
C  -0.998  3.401  -5.363  -0.43
C  -2.079  3.167  -4.285  -0.04
O  0.294  3.318  -4.705  -0.09
H  -0.209  2.573  -7.226  0.09
H  -2.001  2.461  -6.941  0.08
H  -0.851  1.384  -6.125  0.07
H  -1.073  4.373  -5.829  0.13
H  -2.138  3.928  -3.501  0.07
H  -1.878  2.232  -3.734  0.08
H  -3.103  3.119  -4.693  0.09
H  0.197  3.661  -3.804  0.04
C  3.186  0.469  4.524  -0.04
C  3.692  -0.959  4.666  -0.45
C  3.665  -1.712  3.311  -0.05
O  5.069  -1.039  5.103  -0.06
H  2.962  1.036  5.457  0.08
H  2.252  0.419  3.952  0.07
H  3.882  1.035  3.923  0.08
H  3.136  -1.579  5.343  0.10
H  3.981  -2.759  3.527  0.09
H  4.400  -1.257  2.662  0.07
H  2.685  -1.755  2.816  0.05
H  5.264  -1.965  5.249  0.08
C  -4.814  0.827  2.877  -0.05
C  -6.336  0.797  2.825  -0.47
C  -6.926  0.164  1.574  -0.05
O  -6.686  -0.034  3.939  -0.06
H  -4.409  1.438  3.693  0.08
H  -4.455  1.272  1.963  0.06
H  -4.431  -0.205  2.929  0.06
H  -6.686  1.823  2.922  0.13
H  -6.440  -0.768  1.252  0.08
H  -6.871  0.840  0.704  0.07
H  -7.969  -0.003  1.733  0.06
H  -7.632  0.014  4.060  0.08
C  -3.301  -4.761  -2.099  -0.07
C  -2.820  -6.061  -2.621  -0.53
C  -1.405  -6.375  -2.214  -0.05
O  -3.726  -7.100  -2.309  -0.05
H  -2.657  -3.924  -2.392  0.06
H  -3.307  -4.775  -1.004  0.07
H  -4.337  -4.574  -2.451  0.10
H  -2.839  -5.942  -3.720  0.14
H  -0.756  -5.683  -2.743  0.07
H  -1.171  -7.368  -2.581  0.08
H  -1.229  -6.407  -1.128  0.07
H  -4.075  -7.034  -1.402  0.10
C  3.486  0.375  0.094  -0.05
C  3.449  0.790  -1.358  -0.45
C  4.335  -0.061  -2.239  -0.05
O  2.058  0.585  -1.752  -0.09
H  3.045  -0.640  0.214  0.07
H  2.961  1.031  0.810  0.07
H  4.535  0.360  0.406  0.09
H  3.735  1.822  -1.470  0.10
H  5.411  0.164  -2.123  0.09
H  4.051  0.166  -3.263  0.05
H  4.253  -1.155  -2.079  0.09
H  1.982  0.948  -2.651  0.04
C  2.703  -3.702  -0.273  -0.05
C  1.973  -4.218  0.966  -0.46
C  0.548  -4.765  0.698  -0.04
O  2.770  -5.139  1.755  -0.05
H  2.274  -2.732  -0.514  0.04
H  2.674  -4.419  -1.101  0.09
H  3.733  -3.600  -0.001  0.07
H  1.829  -3.334  1.594  0.10
H  0.055  -4.207  -0.087  0.06
H  -0.123  -4.876  1.545  0.07
H  0.723  -5.741  0.265  0.07
H  2.697  -6.034  1.414  0.08
C  -5.015  -3.588  3.293  -0.04
C  -4.062  -3.709  2.069  -0.47
C  -2.819  -2.838  2.262  -0.06
O  -3.675  -5.076  1.835  -0.08
H  -4.435  -3.973  4.165  0.09
H  -5.951  -4.132  3.140  0.08
H  -5.241  -2.521  3.453  0.06
H  -4.549  -3.444  1.134  0.12
H  -2.096  -3.070  1.456  0.07
H  -2.331  -3.047  3.234  0.09
H  -3.157  -1.807  2.219  0.05
H  -3.239  -5.440  2.619  0.09
C  2.235  0.463  -5.685  -0.10
O  1.935  1.090  -4.408  -0.20
H  1.385  -0.063  -6.125  0.06
H  2.577  1.228  -6.387  0.09
H  3.034  -0.262  -5.456  0.09
H  1.514  1.971  -4.544  0.05
C  0.256  -2.802  5.726  -0.13
O  1.209  -2.498  6.776  -0.15
H  0.243  -3.890  5.571  0.08
H  -0.729  -2.415  5.969  0.07
H  0.615  -2.282  4.840  0.05
H  0.979  -1.632  7.157  0.08
C  0.079  -1.067  0.352  -0.11
O  -0.066  0.274  -0.136  -0.16
H  0.926  -1.093  1.083  0.08
H  -0.867  -1.296  0.839  0.05
H  0.290  -1.781  -0.450  0.07
H  0.549  0.470  -0.868  0.04